The following is a DFT calculation (ωB97M-V/def2-TZVPD) of a 8-piece molecular cluster, C23H45N9O14S overall.

```
92
Properties=species:S:1:pos:R:3:lowdin_charge:R:1
S -3.0431 -1.9559 0.7032 0.896
O -3.3705 5.2733 -0.8646 0.040
O -8.0274 -0.2090 -2.3859 0.061
O 5.1031 3.5513 0.0625 0.044
O -3.3553 3.3168 -1.8123 0.059
O 3.6966 5.1693 -0.3721 0.059
O 2.8203 -7.5912 -0.0367 0.069
O -7.1203 7.5822 -0.8005 0.059
O 1.9987 -2.9844 3.2294 0.053
O 0.6563 -4.6727 2.9567 0.053
O 3.4933 -6.7125 -1.9072 0.045
O -7.3585 -0.5578 -0.3471 0.058
O 2.9018 0.8408 4.0379 0.041
O 3.7227 -0.4893 5.5478 0.065
O -7.7870 7.9288 -2.8405 0.056
N 0.8902 -3.4933 3.1701 -0.436
N -3.5690 4.0678 -0.8740 -0.438
N 3.1622 -7.6564 -1.2061 -0.441
N -1.6889 -2.6584 -0.0464 -0.274
N 3.7870 0.1416 4.5060 -0.435
N -2.5706 -0.3362 0.9778 -0.260
N 4.5914 4.3885 -0.6774 -0.418
N -6.9490 7.6173 -2.0092 -0.447
N -7.1881 -0.5187 -1.5560 -0.447
C 1.2078 0.8360 -0.0002 -0.110
C 0.7573 -4.5339 -0.6633 -0.167
C 1.7313 -0.5456 -0.6173 0.051
C -5.6022 7.2486 -2.5191 0.039
C 0.4089 4.4472 0.2999 -0.109
C 2.2918 2.8485 1.4474 -0.176
C -1.1956 -0.3555 0.4715 -0.267
C 5.0581 0.0477 3.7420 0.048
C 0.8450 -1.8279 -0.7293 -0.052
C 0.0897 3.6696 2.8107 -0.089
C -0.2416 0.9171 0.5083 0.041
C -0.2823 -2.6031 3.3744 0.046
C 1.3286 -3.2104 -1.3798 -0.300
C 5.1000 4.4656 -2.0717 0.046
C -1.5740 -5.8311 -1.1331 -0.149
C -0.0905 -5.4977 -1.6707 -0.227
C 2.9440 -3.3057 -1.5651 -0.087
C -0.6207 -1.6897 -0.1462 -0.201
C 2.2671 2.0616 0.0399 -0.172
C -4.1191 3.4683 0.3698 0.049
C 3.1789 -9.0009 -1.8391 0.041
C -5.8400 -0.8796 -2.0672 0.041
C 1.1804 3.9954 1.6328 -0.370
H 2.0855 2.0505 2.2743 0.087
H -2.2877 -4.9362 -1.1702 0.046
H 1.1734 4.6083 -0.5540 0.067
H -5.7244 6.3910 -3.1800 0.103
H 5.2105 -1.0003 3.4859 0.103
H 4.9729 0.6562 2.8429 0.091
H 3.3021 1.5437 -0.0602 0.102
H -4.9634 6.9960 -1.6745 0.071
H -5.2074 8.1098 -3.0570 0.102
H 0.9068 -3.2168 -2.4609 0.136
H -2.0118 -6.6190 -1.8578 0.069
H -1.5767 -6.3284 -0.0875 0.085
H 3.3363 3.2960 1.6666 0.100
H -5.2007 -1.1313 -1.2229 0.050
H -3.4076 3.6642 1.1717 0.091
H 5.8559 0.4185 4.3848 0.101
H 1.6805 -5.1673 -0.3597 0.093
H 2.4881 -8.9762 -2.6813 0.101
H 5.8842 3.7215 -2.2009 0.096
H 0.0731 -1.5892 3.5525 0.099
H 3.3868 -2.3765 -2.0599 0.065
H 4.1987 -9.1960 -2.1691 0.101
H 4.2624 4.2632 -2.7388 0.103
H -0.6799 1.8805 0.9256 0.069
H 2.7964 -0.6462 -1.0427 0.088
H 3.0992 -4.1761 -2.3155 0.077
H -4.2434 2.3971 0.2186 0.087
H -5.9582 -1.7359 -2.7305 0.103
H 0.4577 -6.5120 -1.7903 0.092
H -0.0157 5.5071 0.5106 0.094
H 5.4929 5.4705 -2.2230 0.102
H 3.4787 -3.6248 -0.6012 0.096
H 0.1693 2.5891 3.1708 0.070
H -0.1869 -5.0443 -2.7220 0.103
H -5.0793 3.9440 0.5674 0.104
H -0.9673 3.7692 2.3368 0.057
H -0.8324 -2.9762 4.2378 0.105
H -0.4741 3.7873 0.0010 0.058
H 0.1204 4.4531 3.6481 0.079
H -5.4493 -0.0150 -2.6030 0.103
H 2.1925 2.7384 -0.8916 0.105
H -0.8882 -2.6462 2.4696 0.049
H 1.7409 4.9360 2.0165 0.128
H 2.8637 -9.7390 -1.1034 0.096
H 0.1903 -4.3361 0.3142 0.087
```

## Properties
SMILES = CCC[C@H](C)c1cc(CCC(C)C)cc2nsnc12.C[N+](=O)[O-].C[N+](=O)[O-].C[N+](=O)[O-].C[N+](=O)[O-].C[N+](=O)[O-].C[N+](=O)[O-].C[N+](=O)[O-]
Multiplicity = 1
Charge = 0
HOMO level = -8.5 eV
E_tot = -2846.80204 a.u.
Gap between HOMO and LUMO = 7.26 eV